1.
{"formula": "C13H14ClINORuSe2", "method": "ωB97M-V with the def2-TZVPD basis set", "molar_mass_g_mol": 621.608, "homo_ev": [-17.8, -17.9], "max_force_ev_per_a": 0.23, "multiplicity": 5, "charge": 3, "homo_lumo_gap_ev": [6.92, 4.50], "species": ["Ru", "Cl", "C", "C", "C", "I", "C", "O", "C", "N", "C", "C", "C", "C", "H", "H", "H", "H", "C", "Se", "C", "C", "Se", "C", "H", "H", "H", "H", "H", "H", "H", "H", "H", "H"], "xyz": [[-0.111, -0.592, 0.643], [3.801, 4.857, -0.720], [3.238, 3.304, -0.428], [4.125, 2.236, -0.446], [3.707, 0.928, -0.211], [5.025, -0.626, -0.216], [2.329, 0.688, 0.047], [1.853, -0.497, 0.302], [1.404, 1.789, 0.054], [0.101, 1.469, 0.312], [-0.794, 2.456, 0.370], [-0.450, 3.788, 0.159], [0.861, 4.117, -0.116], [1.826, 3.097, -0.168], [5.169, 2.439, -0.644], [-1.817, 2.186, 0.601], [-1.216, 4.548, 0.216], [1.146, 5.148, -0.282], [-3.301, -0.499, -0.755], [-2.577, -0.654, 1.058], [-2.946, -2.543, 1.452], [-2.142, -3.493, 0.597], [-0.247, -2.997, 0.722], [0.577, -3.983, -0.742], [-4.370, -0.687, -0.674], [-2.827, -1.207, -1.430], [-3.135, 0.522, -1.089], [-4.017, -2.681, 1.299], [-2.742, -2.657, 2.517], [-2.408, -3.468, -0.459], [-2.218, -4.519, 0.960], [0.016, -3.785, -1.652], [0.532, -5.033, -0.457], [1.609, -3.651, -0.820]], "mulliken_charge": [0.858, -0.067, 0.452, -0.470, -0.592, 0.340, 1.452, -0.858, 0.136, -0.348, -0.111, -1.078, -0.415, 0.251, 0.466, 0.503, 0.440, 0.494, -0.890, 0.292, -0.786, -0.693, 0.477, -0.878, 0.384, 0.346, 0.379, 0.453, 0.466, 0.418, 0.479, 0.380, 0.376, 0.344]}

2.
{"formula": "C14H26Si2", "method": "ωB97M-V with the def2-TZVPD basis set", "molar_mass_g_mol": 250.534, "homo_ev": -8.4, "max_force_ev_per_a": 3.19, "charge": 0, "homo_lumo_gap_ev": 9.17, "e_above_lowest_kj_mol": 172.9, "species": ["C", "Si", "C", "C", "C", "C", "C", "C", "C", "C", "C", "Si", "C", "C", "C", "C", "H", "H", "H", "H", "H", "H", "H", "H", "H", "H", "H", "H", "H", "H", "H", "H", "H", "H", "H", "H", "H", "H", "H", "H", "H", "H"], "xyz": [[-1.411, 4.164, -1.418], [-0.174, 3.454, -0.177], [-1.078, 2.657, 1.252], [0.724, 4.953, 0.474], [1.097, 2.188, -0.888], [1.435, 0.864, -0.227], [1.895, 0.979, 1.074], [2.221, -0.138, 1.795], [1.886, -1.417, 1.201], [1.415, -1.526, -0.054], [1.044, -2.826, -0.639], [-0.752, -3.454, -0.304], [-1.131, -5.322, -0.504], [-1.637, -2.361, -1.567], [-1.116, -3.205, 1.521], [1.252, -0.354, -0.788], [-2.215, 4.565, -0.768], [-1.662, 3.602, -2.315], [-0.886, 4.947, -1.932], [-1.744, 2.059, 0.661], [-1.494, 3.496, 1.810], [-0.589, 1.967, 1.952], [0.292, 5.888, 0.045], [0.512, 5.056, 1.498], [1.771, 4.898, 0.163], [0.591, 2.001, -1.823], [2.084, 2.648, -0.997], [1.809, 1.949, 1.569], [2.586, -0.059, 2.796], [2.091, -2.385, 1.692], [1.686, -3.552, -0.181], [1.068, -2.844, -1.753], [-1.272, -5.383, 0.622], [-2.132, -5.510, -0.893], [-0.459, -6.060, -0.866], [-1.203, -2.416, -2.594], [-1.318, -1.282, -1.331], [-2.690, -2.418, -1.651], [-1.004, -2.113, 1.395], [-2.121, -3.540, 1.876], [-0.402, -3.741, 2.132], [1.032, -0.427, -1.858]], "mulliken_charge": [-1.225, 0.549, -1.020, -1.180, -1.186, 0.619, -0.681, -1.127, -0.223, 0.512, -1.313, 0.450, -1.108, -0.947, -1.108, -0.017, 0.292, 0.372, 0.368, 0.241, 0.325, 0.388, 0.339, 0.368, 0.306, 0.285, 0.480, 0.364, 0.433, 0.290, 0.618, 0.358, 0.235, 0.323, 0.377, 0.302, 0.135, 0.437, 0.221, 0.412, 0.372, 0.367]}

3.
{"formula": "C30H27Br2IrN4OS2", "method": "ωB97M-V with the def2-TZVPD basis set", "molar_mass_g_mol": 875.732, "homo_ev": [-10.2, -10.1], "max_force_ev_per_a": 4.70, "multiplicity": 2, "charge": 1, "homo_lumo_gap_ev": [6.57, 5.12], "e_above_lowest_kj_mol": 152.0, "species": ["Ir", "C", "N", "C", "C", "N", "C", "C", "C", "C", "C", "C", "C", "S", "C", "C", "C", "C", "C", "C", "S", "H", "H", "H", "H", "H", "H", "H", "H", "H", "H", "H", "H", "H", "H", "H", "H", "H", "H", "Br", "C", "C", "C", "Br", "C", "C", "C", "C", "N", "C", "C", "O", "H", "H", "H", "H", "C", "C", "C", "N", "C", "C", "H", "H", "H", "H", "H"], "xyz": [[0.266, -0.517, -0.057], [-2.516, -0.195, -1.624], [-2.049, -0.706, -0.320], [-2.601, 0.176, 0.751], [-2.303, -0.375, 2.123], [-0.878, -0.388, 2.402], [-0.603, -1.440, 3.399], [-0.278, 0.859, 2.742], [-0.963, 1.989, 3.135], [-0.273, 3.161, 3.454], [1.111, 3.220, 3.378], [1.816, 2.098, 2.985], [1.131, 0.921, 2.652], [1.987, -0.442, 2.053], [-2.487, -2.098, -0.191], [-3.847, -2.405, -0.192], [-4.283, -3.715, -0.177], [-3.351, -4.748, -0.165], [-2.003, -4.451, -0.138], [-1.559, -3.123, -0.136], [0.168, -2.863, -0.021], [-3.607, -0.198, -1.660], [-2.149, -0.828, -2.425], [-2.164, 0.824, -1.768], [-3.686, 0.269, 0.649], [-2.153, 1.164, 0.617], [-2.645, -1.409, 2.158], [-2.868, 0.172, 2.884], [-1.236, -1.299, 4.281], [0.433, -1.429, 3.712], [-0.815, -2.415, 2.959], [-2.041, 1.994, 3.212], [-0.830, 4.032, 3.773], [1.635, 4.134, 3.619], [2.895, 2.114, 2.905], [-4.583, -1.611, -0.209], [-5.342, -3.931, -0.178], [-3.675, -5.780, -0.176], [-1.258, -5.236, -0.106], [0.300, 4.688, -0.052], [1.779, 3.530, -0.217], [3.083, 4.036, -0.229], [4.156, 3.190, -0.316], [5.904, 3.912, -0.266], [3.958, 1.799, -0.446], [4.984, 0.832, -0.520], [4.671, -0.490, -0.694], [3.327, -0.871, -0.766], [2.349, 0.003, -0.644], [2.628, 1.323, -0.491], [1.504, 2.170, -0.309], [0.310, 1.670, -0.237], [3.236, 5.105, -0.174], [6.013, 1.148, -0.415], [5.442, -1.244, -0.761], [3.037, -1.904, -0.911], [-0.045, -0.373, -5.071], [0.127, -1.580, -4.409], [0.287, -1.570, -3.036], [0.267, -0.438, -2.327], [0.092, 0.724, -2.959], [-0.065, 0.799, -4.330], [-0.164, -0.349, -6.146], [0.142, -2.517, -4.946], [0.421, -2.489, -2.479], [0.057, 1.611, -2.342], [-0.197, 1.759, -4.807]], "mulliken_charge": [3.557, -1.313, 0.130, -1.180, -1.382, 0.384, -1.247, 0.285, -0.376, -0.913, -0.863, -0.595, 0.636, -0.134, -0.901, -0.309, -0.995, -0.696, -0.933, 1.608, -0.643, 0.575, 0.365, 0.270, 0.613, 0.613, 0.751, 0.427, 0.380, 0.482, 0.304, 0.391, 0.426, 0.449, 0.520, 0.318, 0.428, 0.412, 0.488, -0.147, 0.066, -0.254, -0.083, -0.207, 0.262, -0.898, -1.071, -0.398, 0.317, 0.247, 0.127, -0.975, 0.509, 0.389, 0.454, 0.486, -0.274, -0.933, -0.221, 0.176, -0.423, -1.162, 0.435, 0.481, 0.462, 0.796, 0.507]}

4.
{"formula": "C39H102N12O15", "method": "ωB97M-V with the def2-TZVPD basis set", "molar_mass_g_mol": 979.314, "homo_ev": -7.9, "max_force_ev_per_a": 3.87, "charge": 0, "homo_lumo_gap_ev": 8.50, "e_above_lowest_kj_mol": 272.2, "species": ["C", "O", "C", "C", "N", "C", "C", "O", "C", "H", "H", "H", "H", "H", "H", "H", "H", "H", "H", "H", "H", "H", "H", "H", "C", "O", "C", "C", "N", "C", "C", "O", "C", "H", "H", "H", "H", "H", "H", "H", "H", "H", "H", "H", "H", "H", "H", "H", "C", "O", "C", "C", "N", "C", "C", "O", "C", "H", "H", "H", "H", "H", "H", "H", "H", "H", "H", "H", "H", "H", "H", "H", "C", "O", "C", "C", "N", "C", "C", "O", "C", "H", "H", "H", "H", "H", "H", "H", "H", "H", "H", "H", "H", "H", "H", "H", "C", "O", "C", "C", "N", "C", "C", "O", "C", "H", "H", "H", "H", "H", "H", "H", "H", "H", "H", "H", "H", "H", "H", "H", "C", "O", "C", "C", "N", "C", "C", "O", "C", "H", "H", "H", "H", "H", "H", "H", "H", "H", "H", "H", "H", "H", "H", "H", "N", "C", "N", "O", "H", "H", "H", "H", "N", "C", "N", "O", "H", "H", "H", "H", "N", "C", "N", "O", "H", "H", "H", "H"], "xyz": [[12.768, 17.852, 17.400], [12.086, 18.772, 18.213], [11.487, 19.751, 17.502], [10.628, 19.313, 16.353], [11.309, 19.420, 15.107], [10.581, 19.963, 13.986], [10.052, 18.856, 13.023], [9.127, 18.138, 13.862], [8.488, 17.062, 13.200], [13.576, 18.436, 16.944], [12.186, 17.450, 16.541], [13.200, 17.097, 18.052], [12.218, 20.418, 17.079], [10.937, 20.360, 18.218], [9.799, 19.919, 16.285], [10.320, 18.254, 16.485], [12.206, 19.858, 15.187], [11.210, 20.718, 13.425], [9.629, 20.420, 14.248], [10.786, 18.227, 12.500], [9.511, 19.352, 12.241], [8.483, 17.200, 12.100], [7.474, 16.930, 13.637], [9.053, 16.134, 13.319], [17.350, 13.920, 24.184], [16.590, 13.785, 23.077], [16.900, 12.660, 22.248], [16.136, 12.862, 20.968], [16.608, 14.021, 20.250], [16.139, 14.016, 18.870], [16.688, 15.184, 18.084], [16.267, 16.386, 18.814], [16.423, 17.523, 18.055], [18.445, 14.138, 23.923], [17.410, 12.977, 24.795], [16.901, 14.764, 24.715], [16.549, 11.708, 22.681], [17.986, 12.673, 22.063], [15.096, 12.704, 21.150], [16.444, 12.029, 20.361], [16.193, 14.879, 20.647], [15.071, 14.101, 18.714], [16.395, 13.046, 18.402], [16.304, 15.234, 17.026], [17.783, 15.233, 18.146], [16.264, 18.320, 18.765], [15.836, 17.607, 17.182], [17.400, 17.492, 17.610], [21.024, 25.381, 10.599], [19.850, 25.539, 11.413], [19.718, 26.866, 12.033], [18.338, 26.923, 12.673], [18.392, 26.094, 13.866], [17.216, 25.916, 14.803], [16.310, 24.635, 14.480], [15.265, 24.285, 15.391], [15.728, 23.877, 16.649], [20.959, 25.957, 9.653], [21.007, 24.280, 10.414], [22.000, 25.594, 11.123], [19.800, 27.626, 11.272], [20.406, 26.912, 12.882], [17.634, 26.607, 11.843], [18.235, 27.968, 12.958], [18.844, 25.225, 13.774], [16.571, 26.859, 14.737], [17.470, 25.880, 15.868], [16.925, 23.705, 14.388], [15.908, 24.877, 13.525], [14.854, 23.565, 17.241], [16.309, 24.620, 17.209], [16.364, 22.981, 16.527], [17.967, 19.785, 8.752], [17.276, 20.313, 9.872], [15.891, 19.959, 9.916], [15.695, 18.602, 10.661], [14.277, 18.451, 10.971], [13.694, 17.182, 10.720], [14.464, 15.953, 11.258], [14.770, 16.107, 12.661], [13.637, 16.335, 13.441], [18.799, 20.465, 8.702], [17.336, 19.905, 7.876], [18.329, 18.653, 8.776], [15.548, 19.838, 8.793], [15.349, 20.755, 10.452], [16.320, 18.514, 11.548], [15.985, 17.873, 9.945], [14.244, 18.768, 11.923], [13.575, 17.005, 9.633], [12.666, 17.232, 11.097], [15.366, 15.830, 10.694], [13.879, 15.058, 10.991], [13.932, 16.309, 14.506], [12.926, 15.468, 13.370], [13.069, 17.249, 13.239], [18.470, 15.029, 14.407], [18.515, 16.192, 13.642], [18.700, 15.888, 12.263], [19.321, 17.142, 11.608], [20.748, 17.437, 11.851], [21.066, 17.772, 13.282], [22.306, 18.648, 13.368], [22.689, 18.749, 14.760], [23.786, 19.484, 14.995], [19.344, 14.418, 14.360], [17.573, 14.337, 14.092], [18.274, 15.321, 15.435], [17.745, 15.615, 11.762], [19.387, 14.982, 12.180], [18.722, 18.015, 11.884], [19.258, 16.955, 10.554], [21.360, 16.719, 11.543], [21.188, 16.888, 13.768], [20.170, 18.261, 13.693], [22.070, 19.611, 12.967], [23.122, 18.240, 12.767], [23.979, 19.717, 16.072], [23.620, 20.522, 14.553], [24.675, 19.093, 14.473], [15.747, 21.313, 20.541], [17.092, 21.031, 20.834], [18.005, 20.868, 19.765], [19.305, 20.250, 20.135], [19.294, 18.737, 20.119], [18.662, 18.114, 21.275], [18.878, 16.614, 21.304], [20.259, 16.403, 21.164], [20.615, 14.955, 21.175], [15.226, 21.671, 21.400], [15.280, 20.455, 20.084], [15.751, 22.143, 19.776], [18.347, 21.912, 19.487], [17.568, 20.442, 18.799], [19.524, 20.552, 21.185], [20.081, 20.637, 19.421], [20.268, 18.433, 19.897], [17.576, 18.346, 21.144], [19.083, 18.562, 22.154], [18.373, 16.180, 20.424], [18.451, 16.119, 22.165], [20.217, 14.468, 20.232], [20.224, 14.443, 22.005], [21.657, 14.838, 21.169], [17.910, 20.911, 13.192], [18.554, 22.087, 13.256], [18.434, 23.011, 12.255], [19.196, 22.425, 14.249], [17.546, 20.435, 12.351], [17.837, 20.407, 14.027], [19.093, 23.792, 12.199], [17.935, 22.833, 11.431], [19.650, 18.724, 17.417], [19.195, 19.603, 16.414], [20.155, 20.121, 15.586], [17.944, 19.704, 16.274], [18.988, 18.485, 18.178], [20.569, 18.892, 17.794], [19.827, 20.998, 15.190], [21.115, 19.770, 15.609], [15.971, 18.590, 14.317], [15.099, 19.658, 14.254], [15.386, 20.722, 15.139], [14.093, 19.727, 13.506], [16.721, 18.654, 15.038], [15.925, 17.729, 13.847], [16.174, 20.718, 15.778], [14.857, 21.603, 14.985]], "mulliken_charge": [-0.144, -0.524, -0.796, -0.613, 0.359, -0.901, -0.121, -0.316, -0.800, -0.101, 0.163, 0.363, 0.384, 0.338, 0.605, 0.337, -0.294, 0.292, 0.383, -0.026, 0.546, 0.333, 0.237, 0.258, -0.661, -0.281, -0.532, -0.898, 0.145, -1.336, 0.036, -0.456, -0.363, 0.186, 0.288, 0.233, 0.424, 0.244, 0.430, 0.454, 0.137, 0.357, 0.475, 0.263, 0.201, 0.282, 0.231, 0.069, -0.819, -0.341, -0.792, -0.308, -0.202, -0.902, 0.224, -0.457, -0.503, 0.273, 0.264, 0.300, 0.427, 0.377, 0.251, 0.395, 0.119, 0.293, 0.351, -0.052, 0.327, 0.284, 0.354, 0.042, -0.669, -0.181, -1.069, 0.804, 0.123, -0.648, -0.709, -0.252, -0.261, 0.261, 0.385, 0.114, 0.260, 0.294, -0.689, 0.543, 0.055, 0.414, 0.002, 0.446, 0.434, -0.084, 0.396, 0.028, -0.762, 0.087, -0.393, -0.251, -0.394, 0.191, -0.828, -0.361, -0.795, 0.419, 0.229, -0.030, 0.046, 0.462, -0.210, 0.430, 0.322, 0.368, -0.286, 0.340, 0.499, 0.230, 0.306, 0.321, -0.429, -0.432, 0.199, -1.096, -0.195, -0.724, 0.296, -0.486, -0.564, 0.292, 0.199, 0.120, 0.323, -0.044, 0.469, 0.401, 0.319, 0.204, 0.410, -0.142, 0.282, 0.223, 0.144, 0.321, 0.913, 0.574, 0.174, -0.981, -0.250, -0.775, 0.099, 0.093, -0.199, 0.033, 0.257, -0.193, -0.202, 0.353, 0.104, 0.021, 1.810, -0.300, 0.630, -0.947, -0.762, -0.222, -0.239, 0.186]}